Formula: C2H3NOS
Source: OMol25
Level of theory: wB97M-V/def2-TZVPD

F_max	5.7	eV/A
total charge	0
energy relative to the best compared isomer or geometry (same formula, charge and spin)	3.287	eV
orbital gap	8.6447	eV

Atoms and positions in Å:
C  1.186  -0.086  0.216
C  -0.812  0.465  -0.118
N  -0.042  -0.657  0.167
O  -0.071  1.558  0.275
S  2.747  -0.357  0.091
H  -1.188  0.419  -1.179
H  -1.754  0.292  0.550
H  -0.065  -1.634  -0.002

Atoms 1-3, force components in eV/Å:
C -0.739 -0.105 -0.143
C -5.538 1.195 0.894
N 5.287 0.971 0.537

Atomic partial charges in e from the Löwdin method, atoms 1 to 2:
1 C -0.626
2 C -0.451



Formula: C24H23BrN2O2S
Source: OMol25
Level of theory: wB97M-V/def2-TZVPD

F_max	16.8	eV/A
total charge	0
orbital gap	6.8003	eV

Atoms and positions in Å:
C  -7.624  -0.912  1.493
C  -6.621  -0.314  0.373
C  -5.240  -0.376  0.464
C  -4.495  0.063  -0.476
C  -5.058  0.611  -1.687
C  -6.506  0.862  -1.614
C  -7.377  0.276  -0.531
H  -8.377  0.553  -0.916
C  -7.086  1.732  -2.916
H  -6.227  1.921  -3.555
H  -7.858  1.314  -3.299
H  -7.604  2.722  -2.570
H  -4.395  1.028  -2.389
N  -3.137  0.023  -0.360
C  -2.373  -0.135  0.581
N  -1.143  -0.525  0.623
C  -0.046  -0.493  1.596
C  1.005  0.516  1.203
C  2.470  0.316  1.284
C  3.372  1.078  1.062
C  3.060  2.218  0.214
C  1.678  2.705  0.236
C  0.765  1.896  0.552
H  -0.318  2.133  0.512
H  1.580  3.719  -0.650
Br  4.613  3.369  -0.294
H  4.438  0.561  1.117
H  2.627  -0.564  1.807
H  0.229  -1.342  1.963
H  -0.579  0.067  2.470
C  -0.606  -0.830  -0.863
C  0.596  -1.808  -0.852
C  1.853  -1.304  -1.261
C  2.943  -2.242  -1.214
C  2.891  -3.406  -0.531
C  1.766  -3.588  0.052
C  0.613  -3.012  -0.257
H  -0.346  -3.348  0.604
H  1.692  -4.703  0.530
C  4.010  -4.066  -0.306
O  4.224  -5.344  0.309
O  5.085  -3.586  -0.716
H  5.878  -4.302  -0.808
H  3.843  -1.911  -1.595
H  1.754  -0.328  -1.859
H  -0.261  -0.143  -1.480
H  -1.329  -1.658  -1.218
S  -2.780  0.119  2.262
H  -2.673  0.226  -1.380
H  -5.127  -0.959  1.369
H  -7.601  -1.951  1.308
H  -8.681  -0.559  1.208
H  -7.170  -0.553  2.307

Atoms 1-3, force components in eV/Å:
C -0.531 0.619 -5.329
C -4.409 -1.447 2.880
C -5.049 -2.918 4.495

Atomic partial charges in e from the Löwdin method, atoms 1 to 2:
1 C 0.001
2 C -0.256



Formula: C5H7ClN2O
Source: OMol25
Level of theory: wB97M-V/def2-TZVPD

F_max	5.7	eV/A
total charge	0
energy relative to the best compared isomer or geometry (same formula, charge and spin)	3.284	eV
orbital gap (alpha / beta)	7.1779 / 7.1862	eV
SMILES	Cc1c(Cl)[nH]c(=O)n1C

Atoms and positions in Å:
C  -0.564  1.955  0.102
C  0.216  0.747  0.114
C  1.911  0.358  -0.542
Cl  3.190  1.258  0.108
N  1.905  -0.991  -0.230
C  0.710  -1.596  0.012
O  0.411  -2.710  0.291
N  -0.280  -0.506  0.044
C  -1.611  -0.978  -0.112
H  0.053  2.787  0.534
H  -1.581  2.009  0.633
H  -0.872  2.464  -0.926
H  2.644  -1.471  0.139
H  -1.977  -1.196  0.998
H  -2.465  -0.257  -0.517
H  -1.691  -1.873  -0.649

Atoms 1-3, force components in eV/Å:
C -1.857 3.983 -0.944
C 3.844 -3.502 -2.448
C -5.221 1.695 1.465

Atomic partial charges in e from the Löwdin method, atoms 1 to 2:
1 C -0.099
2 C -0.149



Formula: CrH12O10P
Source: OMol25
Level of theory: wB97M-V/def2-TZVPD

F_max	4.8	eV/A
total charge	0
spin multiplicity	4
orbital gap (alpha / beta)	6.8814 / 6.9012	eV

Atoms and positions in Å:
Cr  0.380  -0.348  -0.151
P  2.589  0.476  -0.016
O  3.985  0.934  0.099
O  2.156  -0.889  0.554
O  1.868  0.314  -1.363
O  1.385  1.183  0.681
O  0.127  -2.501  0.261
H  0.759  -3.218  0.396
H  -0.747  -2.893  0.380
O  -2.165  -1.005  0.074
H  -2.668  -1.517  -0.572
H  -2.816  -0.742  0.736
O  0.218  3.569  0.419
H  -0.356  3.681  1.186
H  0.640  2.652  0.532
O  -0.824  1.283  -0.830
H  -0.920  2.189  -0.468
H  -1.591  1.142  -1.398
O  -0.314  -0.231  1.893
H  0.312  -0.248  2.630
H  -1.182  -0.368  2.286
O  -0.208  -1.077  -2.068
H  -0.544  -1.904  -2.435
H  -0.084  -0.484  -2.824

Atoms 1-3, force components in eV/Å:
Cr 4.012 2.486 0.830
P 1.913 0.551 0.213
O -0.810 -0.030 -0.056

Atomic partial charges in e from the Löwdin method, atoms 1 to 2:
1 Cr 0.892
2 P 0.013



Formula: C34H72F3N2O8Y2
Source: OMol25
Level of theory: wB97M-V/def2-TZVPD

F_max	5.8	eV/A
total charge	+2
spin multiplicity	2
orbital gap (alpha / beta)	7.0948 / 4.2441	eV

Atoms and positions in Å:
Y  2.912  3.375  -0.640
Y  2.904  -0.688  -0.982
C  3.331  2.209  -4.265
C  4.282  1.394  -3.214
C  5.753  1.760  -3.504
O  3.854  1.325  -1.829
H  3.638  2.124  -5.308
H  3.418  3.265  -4.010
H  2.280  1.920  -4.271
H  4.243  0.395  -3.647
H  5.809  1.583  -4.578
H  6.392  1.172  -2.846
H  5.949  2.821  -3.348
C  1.393  -2.919  -4.917
C  0.934  -1.852  -3.840
C  -0.349  -2.214  -3.402
O  1.734  -1.718  -2.717
H  2.131  -2.521  -5.614
H  0.583  -2.987  -5.643
H  1.691  -3.896  -4.536
H  0.923  -0.838  -4.239
H  -0.425  -3.246  -3.061
H  -1.093  -2.237  -4.198
H  -0.779  -1.554  -2.648
C  0.231  5.090  -3.968
C  1.319  5.670  -3.071
C  0.798  7.029  -2.472
O  1.694  4.772  -2.066
H  -0.148  5.806  -4.698
H  -0.719  4.915  -3.462
H  0.741  4.347  -4.581
H  2.201  5.891  -3.673
H  0.331  7.762  -3.131
H  1.565  7.653  -2.014
H  -0.009  6.833  -1.766
C  -0.207  1.590  -2.202
C  0.222  1.775  -0.749
C  -0.911  1.402  0.331
O  1.529  1.410  -0.345
H  -1.170  1.090  -2.301
H  0.533  0.943  -2.675
H  -0.208  2.556  -2.708
H  0.280  2.856  -0.621
H  -0.925  0.423  0.810
H  -1.836  1.427  -0.247
H  -1.017  2.197  1.069
C  2.489  3.716  2.625
O  1.553  4.240  1.634
O  3.340  3.155  1.664
C  3.066  4.772  3.511
F  4.075  4.272  4.136
F  3.297  5.844  2.874
F  2.150  4.994  4.510
C  0.374  4.839  2.167
C  -0.136  5.574  0.832
H  0.657  6.122  0.323
H  -0.570  4.864  0.128
H  -0.977  6.237  1.033
H  0.514  5.703  2.815
H  -0.321  4.188  2.698
H  1.997  2.901  3.156
C  -3.748  -0.102  2.823
C  -4.334  -1.447  2.374
C  -5.862  -1.696  2.895
C  -6.532  -2.864  2.191
C  -6.466  -2.809  0.649
C  -5.018  -2.674  0.051
N  -4.289  -1.634  0.905
O  -3.036  -1.300  0.331
C  -4.251  -3.981  0.020
C  -5.206  -2.028  -1.359
C  -3.377  -2.522  3.004
H  -2.745  0.265  2.608
H  -3.687  -0.162  3.910
H  -4.458  0.629  2.436
H  -5.796  -2.028  3.931
H  -6.304  -0.711  3.045
H  -7.547  -2.829  2.586
H  -5.970  -3.767  2.430
H  -7.195  -2.185  0.132
H  -6.911  -3.770  0.391
H  -3.322  -3.767  -0.509
H  -3.975  -4.535  0.917
H  -4.674  -4.767  -0.605
H  -4.368  -1.634  -1.934
H  -5.404  -2.780  -2.123
H  -6.100  -1.406  -1.380
H  -2.542  -2.830  2.374
H  -3.794  -3.456  3.381
H  -2.848  -2.126  3.871
H  -3.196  -0.462  -0.109
C  0.470  -1.813  3.278
C  1.887  -1.698  2.449
C  3.047  -2.360  3.272
C  2.881  -3.792  3.229
C  2.866  -4.420  1.880
C  1.777  -3.745  0.894
N  1.876  -2.243  1.053
O  0.932  -1.640  0.337
C  2.246  -4.213  -0.548
C  0.467  -4.407  1.299
C  2.368  -0.210  2.411
H  0.439  -0.894  3.862
H  0.494  -2.628  4.002
H  -0.385  -1.754  2.604
H  4.086  -2.132  3.033
H  2.999  -1.958  4.284
H  2.170  -4.330  3.857
H  3.734  -4.182  3.783
H  2.727  -5.448  2.214
H  3.897  -4.483  1.530
H  3.079  -3.530  -0.717
H  2.510  -5.265  -0.445
H  1.391  -4.245  -1.224
H  0.227  -4.237  2.349
H  -0.345  -3.873  0.806
H  0.364  -5.463  1.048
H  3.053  0.065  1.609
H  2.746  0.053  3.399
H  1.572  0.498  2.180
H  0.075  -1.810  0.734

Atoms 1-3, force components in eV/Å:
Y -2.618 -0.548 0.564
Y -3.829 1.401 -2.743
C 0.739 -0.117 1.800

Atomic partial charges in e from the Löwdin method, atoms 1 to 2:
1 Y 1.844
2 Y 1.847



Formula: C5H6O
Source: OMol25
Level of theory: wB97M-V/def2-TZVPD

F_max	1.0	eV/A
total charge	0
energy relative to the best compared isomer or geometry (same formula, charge and spin)	3.244	eV
orbital gap	10.5156	eV

Atoms and positions in Å:
C  1.102  -0.359  -0.457
C  0.368  0.929  -0.164
C  -1.094  0.569  -0.289
O  -1.204  -0.831  -0.746
C  -0.104  -1.067  0.178
C  -0.446  0.210  0.974
H  1.991  -0.447  0.172
H  1.327  -0.598  -1.500
H  0.765  1.926  -0.379
H  -1.812  1.390  -0.396
H  0.025  -2.070  0.592
H  -0.862  0.306  1.975

Atoms 1-3, force components in eV/Å:
C 0.178 -0.064 -0.089
C 0.112 0.103 0.189
C -0.317 -0.251 -0.200

Atomic partial charges in e from the Löwdin method, atoms 1 to 2:
1 C -0.101
2 C -0.127



Record order is preserved below.
Total energy: -606.0666; -4159.9914; -839.5389; -2145.5357; -2425.6940; -269.2270 Ha